DFT (ωB97M-V/def2-TZVPD) results for a cluster of 40 separate species, H80O40 in total in a non-equilibrium geometry.

```
120
Properties=species:S:1:pos:R:3:forces:R:3
H -0.66278 0.80435 -5.52833 0.0 0.0 -0.2
H 0.40665 1.55692 -4.73134 0.0 0.1 0.0
O -0.11276 0.74617 -4.74291 -0.1 0.1 -0.2
H 5.45279 -0.69755 2.51143 -1.0 -1.0 1.1
H 6.65000 -0.68867 1.86798 0.9 -1.1 -0.1
O 6.12621 -1.36877 2.33893 0.2 1.9 -0.9
H -1.63062 5.27242 3.78790 0.3 -0.3 0.0
H -2.35506 4.75201 2.49851 0.1 -0.5 0.0
O -2.28270 5.46669 3.11876 -0.8 1.0 1.0
H -1.30602 -3.59888 0.14717 0.7 0.3 -0.1
H -1.67453 -3.31656 -1.48838 0.8 0.2 0.3
O -1.87888 -3.66400 -0.60999 -1.5 -1.8 1.8
H -5.54760 -0.38377 1.18500 -0.7 -0.7 0.9
H -6.29448 -0.46402 2.62305 -0.3 -0.1 -0.5
O -5.48143 -0.63647 2.13964 0.3 0.5 -0.6
H -5.40433 -4.20630 -0.51348 0.0 -0.5 0.4
O -4.85717 -4.18074 -1.29791 1.8 -0.2 0.4
H 0.35541 3.71811 -3.31056 0.0 -0.7 0.3
O -0.15250 4.44209 -2.96305 -0.5 1.2 0.3
H -2.77579 -5.91940 1.72638 0.0 -0.4 0.1
H -2.56322 -4.78435 0.76086 0.1 0.3 -0.4
O -3.12705 -5.06504 1.48439 -0.5 0.0 0.4
H 6.94601 -0.80400 -1.61446 0.0 -0.2 -0.1
H 6.10192 -2.02738 -2.00902 0.1 0.8 -0.4
O 6.37697 -1.13930 -2.32159 0.1 -0.4 0.8
H 0.52945 -1.78266 1.17694 -0.5 0.3 0.1
H 1.48974 -0.64650 1.66061 -0.5 -1.0 -0.4
O 1.43385 -1.47814 1.14253 0.9 0.5 0.2
H 3.62112 -0.11820 -0.73656 0.5 0.5 -0.5
H 4.77035 0.46353 -1.63715 0.3 -0.5 -0.2
O 3.82718 0.47296 -1.48059 -0.9 -0.2 -0.4
H -4.49061 3.33587 0.91569 -1.0 -0.8 -0.5
O -4.18006 4.20782 1.08716 2.2 1.2 0.8
H -2.74878 1.62844 -2.41460 0.9 0.1 -1.0
H -3.06563 1.14924 -3.93661 0.6 0.4 0.2
O -3.33052 1.17384 -3.01827 -1.7 -0.8 0.3
H 3.75728 4.09026 1.37973 -0.5 -0.2 -0.4
H 3.92672 3.68147 2.84672 -0.3 -0.3 0.1
O 3.87113 4.43426 2.26736 1.1 1.1 0.1
H 3.07941 -4.27561 -2.40533 -0.1 -0.4 -0.5
H 3.13101 -2.82359 -2.72151 0.3 0.1 -0.6
O 3.51466 -3.66481 -3.00878 0.3 -0.3 0.7
H 2.02040 3.31585 0.08166 -0.3 0.4 0.4
H 3.01469 2.24878 0.44379 0.3 1.0 -0.9
O 2.94904 3.11968 -0.04851 0.6 -0.6 0.9
H -5.20879 2.76816 -1.19830 0.5 -0.6 1.1
H -4.83290 1.35223 -1.25182 0.2 -0.6 0.2
O -4.82699 2.06875 -0.60301 -0.6 1.0 -1.4
H -2.09179 -2.74757 -3.52879 -0.3 0.5 0.6
H -0.72597 -2.34959 -2.98084 -1.8 -1.0 1.3
O -1.65872 -2.62338 -2.66200 1.6 2.4 -4.0
H 0.38438 -4.03321 1.48846 0.6 0.8 1.0
O -0.39822 -4.41520 1.86175 -0.8 -1.7 -1.6
H -0.27330 0.28799 -2.89847 -0.6 -0.6 -0.9
H 0.73129 0.56569 -1.96851 0.5 -0.6 0.5
O 0.24556 -0.23865 -2.28603 -0.2 1.1 0.5
H 1.59702 -2.85272 -1.64893 -0.5 0.0 -0.1
O 1.02973 -2.72401 -2.42987 0.2 0.0 -0.1
H 2.94467 -0.24161 3.97931 1.0 0.5 -0.6
H 3.37091 -1.34903 4.58709 1.6 -0.5 -0.2
O 3.83135 -0.67759 4.03930 -1.9 0.0 0.6
H -4.71594 -1.69355 -0.64909 -1.0 0.1 0.5
H -5.96197 -2.50478 -0.79659 -0.1 0.6 -0.1
O -5.69164 -1.62666 -0.48003 0.7 -0.1 -0.8
H 5.46479 2.80641 0.96728 0.8 0.3 -1.2
H 6.29623 2.84467 -0.42224 -0.5 0.5 -0.1
O 6.18810 2.42013 0.42364 -0.2 -0.8 1.4
H -1.76071 -5.50910 -2.16805 0.0 0.6 0.5
H -2.01600 -4.32258 -3.20529 0.4 -1.7 1.0
O -1.85784 -5.28082 -3.08820 -0.3 -0.1 -1.5
H -0.15279 3.64513 0.85797 -0.5 -0.4 0.1
H -0.31368 2.01409 0.92256 -0.3 0.3 0.7
O 0.24843 2.76820 0.68993 0.6 0.2 -0.5
H -0.85428 2.31586 -0.65791 0.0 0.3 -0.6
H -2.33339 2.38030 -1.10239 0.6 0.5 0.5
O -1.41929 2.44058 -1.44726 -1.0 0.1 0.2
H 0.97613 0.44816 4.60018 -0.1 0.0 -0.5
H 0.85704 -1.02905 4.72312 0.2 0.0 -0.6
O 1.22791 -0.35992 4.11838 -1.0 0.3 1.1
H -1.50921 0.38908 -0.93143 0.2 0.3 0.5
H -1.44115 -0.71176 -0.00819 0.0 -0.6 0.5
O -1.51152 0.24384 0.03739 -0.2 -0.2 -0.7
H 3.30957 0.35377 1.73443 -0.4 0.0 -0.5
H 4.63848 0.80479 1.47083 0.0 0.4 -1.1
O 3.79061 0.74634 0.98112 0.4 -0.7 2.7
H 1.73154 2.80557 -1.52417 0.3 0.3 0.1
H 2.48902 1.49220 -1.87745 0.4 0.2 0.2
O 1.62012 1.93880 -1.89285 -0.8 -0.8 -1.3
H -5.42046 1.83694 3.76527 0.6 0.1 0.2
O -4.57302 1.42454 3.52298 -0.8 0.3 -0.3
H -1.49547 0.96399 3.10581 -0.5 0.3 0.2
H -1.35259 2.57357 3.12821 0.1 -1.4 -0.1
O -0.96343 1.71680 2.83166 0.2 0.8 0.2
H -0.87341 -4.17862 2.64706 0.5 1.0 0.5
H -3.92004 -4.24931 -0.91988 -1.6 0.3 -0.7
H 0.81476 -1.76911 -2.47586 0.5 0.3 0.6
H -0.74262 4.14818 -2.24174 0.6 -0.5 -0.7
H -4.74548 4.94625 0.90139 -0.9 -0.2 -0.2
H -4.86984 0.84937 2.77468 0.7 -0.1 0.7
O 2.89736 -3.97782 -0.27940 -0.3 -0.4 -0.5
H 3.76288 -3.82469 -0.68642 -0.1 0.2 0.5
H 2.79068 -3.43121 0.49765 0.4 0.4 0.2
O -1.27251 5.16226 0.81383 -0.6 -0.3 -1.1
H -1.14971 6.11100 0.82716 0.4 0.3 0.2
H -2.23454 5.09016 0.65188 0.4 -0.4 -0.1
O -2.56516 -0.71589 5.07323 0.0 0.2 -1.0
H -2.14838 -1.08889 5.84570 -0.1 0.4 0.5
H -2.92114 0.17584 5.21654 0.1 -0.5 0.4
O 4.14855 -1.35766 -3.99543 0.8 1.7 1.1
H 3.63230 -0.83356 -4.63299 0.7 -1.4 0.2
H 4.29103 -2.26128 -4.25697 -0.3 -0.2 -0.9
O 1.93645 2.78838 2.87667 0.3 0.3 0.2
H 2.08262 2.10124 3.52220 -0.4 -0.4 -0.1
H 1.33768 2.53152 2.15583 -0.1 -0.3 0.4
O 2.06904 -1.59985 -5.30373 -1.3 0.1 -0.2
H 1.76757 -0.72858 -5.03687 -0.4 0.5 -0.4
H 1.78049 -2.07226 -4.51003 0.3 -0.7 -0.1
O -3.48574 -1.95083 0.95470 1.0 -0.2 -0.4
H -3.23988 -1.08162 1.26597 -0.1 0.3 0.3
H -4.18425 -2.25480 1.53266 -0.2 0.1 0.3
```
Forces are in eV/Å.

Results
ΔE to the lowest compared entry with this formula, charge and spin   202.0 kcal per mole
LUMO   -0.90 eV
HOMO-LUMO gap   8.857 eV
Energy   -83197.0573 eV
HOMO level   -0.3587 Eh
Multiplicity   1